a:
A structure of composition C2H3N3O2S, computed with wB97M-V/def2-TZVPD.

Its HOMO energy is -8.6 eV.

Structure (ORCA input):
```
! wB97M-V def2-TZVPD RIJCOSX def2/J DEFGRID3
* xyz 0 1
C 0.3026 -0.3417 0.0925
C -1.8228 -0.0060 -0.1486
H 3.5665 -0.8168 0.0539
H 0.6528 1.8238 -0.3851
H -3.6747 0.4077 0.3776
N 1.3501 -0.9595 0.0499
N -0.0589 0.9895 0.1901
N -1.4842 1.1888 -0.0231
O -3.1161 -0.4072 -0.0485
O -0.8671 -0.9869 -0.0002
S 2.6121 0.2059 -0.0524
*
```

***

b:
An isolated molecule of C2H3N3O2S, computed with wB97M-V/def2-TZVPD.

The SMILES is [H]/N=c1\[nH]o/c(=N/S)o1. Its HOMO energy is -8.8 eV.

Structure (ORCA input):
```
! wB97M-V def2-TZVPD RIJCOSX def2/J DEFGRID3
* xyz 0 1
C -0.7394 0.7894 -0.0220
C 0.6889 -0.9124 -0.2247
H 0.5716 2.2755 1.7020
H -0.8671 -1.9813 -1.0342
H 1.7160 -2.4472 -0.5405
N -1.2834 1.8582 0.3159
N -0.3475 -1.0946 -1.1638
N 1.6885 -1.6188 0.0552
O -1.3044 -0.0761 -0.9118
O 0.4640 0.2905 0.3811
S -0.5873 2.9166 1.4429
*
```

***

Tell me which of them is the most stable. Sure, it is b.

***

a:
A cluster of 2 separate species, CH3FNO2S in total, computed with wB97M-V/def2-TZVPD.

Its HOMO energy is -3.2 eV.

Structure (ORCA input):
```
! wB97M-V def2-TZVPD RIJCOSX def2/J DEFGRID3
* xyz -1 1
C -0.4127 -0.6685 1.7789
N -1.6246 -0.3801 2.1005
O -0.0004 0.8286 -1.4801
O 1.3352 1.9705 -3.1371
F 0.5044 -1.2284 2.6337
S 1.2637 0.7891 -2.2747
H -0.1513 -0.5861 0.6991
H -1.6582 -0.4972 3.1058
H 0.7438 -0.2279 -3.4261
*
```

***

b:
A structure of composition CH3FNO2S, computed with wB97M-V/def2-TZVPD.

Its HOMO energy is -3.6 eV.

Structure (ORCA input):
```
! wB97M-V def2-TZVPD RIJCOSX def2/J DEFGRID3
* xyz -1 1
C 0.9490 1.0963 -0.6496
N -1.3820 -0.4797 0.8289
O 1.4852 -1.4816 0.1159
O -0.0556 -1.1451 -1.7159
F -0.1668 1.6890 -1.2389
S 0.5462 -0.5947 -0.5419
H 0.9376 1.4242 0.4474
H -1.2118 -1.0134 1.6349
H -1.1019 0.5049 1.1192
*
```

***

Tell me which of them is the most stable. Sure, it is a.

***

a:
The ion CH3FNO2S with charge -1, computed with wB97M-V/def2-TZVPD.

The SMILES is N[S@@](=O)([O-])=CF. Its HOMO energy is -2.9 eV.

Structure (ORCA input):
```
! wB97M-V def2-TZVPD RIJCOSX def2/J DEFGRID3
* xyz -1 1
C 0.8853 -0.7641 1.1617
N -1.4672 0.4925 -0.3545
O 0.6180 -0.3545 -1.6188
O 0.8818 1.4950 -0.1375
F 0.0468 -1.8502 1.5790
S 0.2411 0.1592 -0.2993
H 1.8208 -1.2608 0.6583
H -1.4033 1.2890 0.2914
H -1.6232 0.7940 -1.2803
*
```

***

b:
A structure of composition CH3FNO2S, computed with wB97M-V/def2-TZVPD.

Its HOMO energy is -2.7 eV.

Structure (ORCA input):
```
! wB97M-V def2-TZVPD RIJCOSX def2/J DEFGRID3
* xyz -1 1
C -1.2162 1.1134 -0.3246
N -0.6896 2.0106 0.3007
O 0.7187 -1.4944 0.7579
O 1.4066 -3.4198 2.0362
F -2.6169 0.9363 -0.3735
S 0.5609 -2.9009 0.9673
H -0.8383 0.3909 -1.0246
H -1.2310 2.6137 0.8692
H 1.1132 -3.8254 -0.4317
*
```

***

Tell me which of them is the most stable. Sure, it is b.